# 1
This record from the OMol25 dataset describes an isolated molecule of C5H7FO2. The level of theory is the ωB97M-V functional and the def2-TZVPD basis.

Cartesian coordinates (Å):
C1 1.45386 -0.50215 -1.82892
C2 1.04043 0.17826 -0.53079
C3 -0.25704 0.26524 0.03765
C4 -0.36693 0.81483 1.41619
C5 -1.42199 -0.64601 -0.29587
H1 2.42131 -1.04719 -1.57704
H2 0.63660 -1.18749 -1.98022
H3 1.70516 0.26540 -2.50860
H4 -0.97596 1.79083 1.53628
H5 0.81238 1.06358 1.70494
H6 -1.78339 0.13415 2.75009
H7 -2.26002 -0.79898 0.39539
O1 -1.03732 -0.34966 2.14485
O2 -1.75905 -0.96198 -1.46761
F1 1.79196 0.98116 0.20367

Calculated values
LUMO energy (eV): 0.3
Orbital gap (eV): 9.5
Total charge: 0

Atom charges from the natural (NBO) analysis, given in e for atoms 1 to 5:
1. C -0.684
2. C 0.518
3. C -0.269
4. C -0.119
5. C 0.380

---

# 2
This record from the OMol25 dataset describes C52H44AuN2OP2S2 as an isolated structure. The level of theory is the ωB97M-V functional and the def2-TZVPD basis.

Cartesian coordinates (Å):
Au1 0.31133 -0.21063 1.44837
O1 -1.68671 0.59969 -0.03080
S1 -0.73371 1.15009 -1.18251
C1 -0.16540 2.75592 -0.97121
C2 -0.99877 3.86845 -0.95333
C3 -0.48755 5.16377 -1.04883
C4 0.87170 5.31189 -1.23757
C5 1.70839 6.53759 -1.47681
C6 3.15970 6.01334 -1.64044
C7 3.05756 4.52534 -1.44211
C8 3.99493 3.52576 -1.44977
C9 3.57778 2.22161 -1.13120
C10 2.25916 1.86727 -0.87744
P1 2.04383 0.22909 -0.11461
C11 2.43704 -1.03663 -1.32935
C12 2.95834 -2.26867 -0.93538
C13 3.32389 -3.19810 -1.89590
C14 3.13352 -2.92306 -3.24410
C15 2.56444 -1.71944 -3.63649
C16 2.22420 -0.77140 -2.68263
C17 3.34805 0.24830 1.17275
C18 4.57904 -0.39510 1.06688
C19 5.52012 -0.27051 2.08073
C20 5.24650 0.50105 3.20060
C21 4.03074 1.16591 3.30254
C22 3.08662 1.04163 2.29486
C23 1.25943 2.87108 -1.00266
C24 1.71062 4.18141 -1.21674
C25 -1.74622 1.10607 -2.60320
C26 -1.86397 2.09054 -3.55778
C27 -2.67493 1.90540 -4.69590
C28 -3.36463 0.72564 -4.82569
C29 -4.31227 0.22751 -5.88531
C30 -4.75020 -1.18411 -5.40452
C31 -4.04476 -1.38239 -4.08986
C32 -4.06553 -2.40174 -3.16613
C33 -3.27749 -2.27221 -2.01039
C34 -2.46975 -1.16790 -1.74278
P2 -1.65976 -1.23943 -0.12319
C35 -0.60557 -2.69059 -0.16759
C36 -0.10848 -3.26419 1.01512
C37 0.56691 -4.46562 0.95889
C38 0.76824 -5.09515 -0.26905
C39 0.32749 -4.50304 -1.44239
C40 -0.33861 -3.28829 -1.40289
C41 -2.98088 -1.42644 1.06598
C42 -3.18646 -2.67695 1.65897
C43 -4.28405 -2.88082 2.47918
C44 -5.17664 -1.84709 2.71689
C45 -4.98245 -0.60649 2.12064
C46 -3.89399 -0.38785 1.29682
C47 -2.44475 -0.12046 -2.69011
C48 -3.24578 -0.25977 -3.82441
H1 -2.07175 3.72307 -0.90352
H2 -1.15866 6.01152 -1.02974
H3 1.61397 7.23417 -0.64227
H4 1.36369 7.07103 -2.36380
H5 3.84099 6.45677 -0.91386
H6 3.56435 6.24426 -2.62663
H7 5.04121 3.71902 -1.64414
H8 4.34850 1.46415 -1.04088
H9 3.09195 -2.50165 0.11376
H10 3.76167 -4.13991 -1.59186
H11 3.43447 -3.64613 -3.99058
H12 2.41358 -1.50617 -4.68625
H13 1.82460 0.18636 -2.99559
H14 4.82014 -0.98244 0.19137
H15 6.47735 -0.76520 1.98584
H16 5.99021 0.60513 3.97915
H17 3.82856 1.80701 4.15091
H18 2.17998 1.63859 2.35038
H19 -1.31179 3.01445 -3.44496
H20 -2.74595 2.69401 -5.43223
H21 -3.82406 0.19568 -6.85977
H22 -5.16343 0.90214 -5.98530
H23 -4.46268 -1.96272 -6.11239
H24 -5.83100 -1.26001 -5.28186
H25 -4.67911 -3.28312 -3.29422
H26 -3.33900 -3.07704 -1.28519
H27 -0.29493 -2.79776 1.97522
H28 0.92087 -4.92863 1.87004
H29 1.27997 -6.04801 -0.30566
H30 0.50234 -4.98332 -2.39530
H31 -0.67219 -2.83019 -2.32276
H32 -2.51972 -3.50409 1.46584
H33 -4.44783 -3.85465 2.92005
H34 -6.03470 -2.01141 3.35500
H35 -5.68845 0.19436 2.29318
H36 -3.76377 0.57734 0.83626
C49 -1.98325 0.27089 6.31041
N1 -0.63048 -0.11050 5.94369
C50 0.40896 -0.30402 6.96645
C51 1.65612 -0.67119 6.14050
N2 1.16078 -0.53600 4.76567
C52 -0.14060 -0.25246 4.72597
S2 -1.12714 -0.09479 3.32043
H37 -2.26877 -0.27883 7.20522
H38 -2.67058 0.01766 5.50736
H39 -2.03999 1.34038 6.51516
H40 0.10850 -1.09984 7.64657
H41 0.53866 0.61266 7.54165
H42 1.99017 -1.68985 6.32974
H43 2.48573 0.00989 6.31810
H44 1.70222 -0.75083 3.94671

Calculated values
LUMO energy (eV): -8.9
Orbital gap (eV): 6.3
Total charge: +3

Atom charges from the Mulliken analysis, given in e for atoms 1 to 5:
1. Au 0.597
2. O -0.666
3. S 1.215
4. C 0.361
5. C -0.330

---

# 3
This record from the OMol25 dataset describes C27H23BCl2CrN2O4PS as an isolated structure. The level of theory is the ωB97M-V functional and the def2-TZVPD basis.

Cartesian coordinates (Å):
Cr1 0.07393 0.97924 0.44368
Cl1 -0.94504 3.06859 1.17647
C1 -1.87000 3.42620 -0.25935
C2 -3.02212 4.17457 -0.12664
C3 -3.76298 4.46549 -1.25977
C4 -3.34235 4.00553 -2.49647
C5 -2.17672 3.26366 -2.60418
Cl2 -1.68570 2.71679 -4.16940
C6 -1.39557 2.94794 -1.48450
S1 0.10272 2.04983 -1.62656
H1 -3.33437 4.52494 0.84914
H2 -4.66855 5.05156 -1.17483
H3 -3.91459 4.21472 -3.39044
O1 -1.80857 0.39502 0.19886
C7 -2.64417 -0.06010 0.99611
C8 -2.40160 -0.38115 2.35224
C9 -3.45996 -0.87984 3.13034
C10 -3.24396 -1.22071 4.42971
C11 -1.96637 -1.08677 5.01371
C12 -0.92536 -0.60655 4.27835
C13 -1.09824 -0.22816 2.91698
O2 -0.09233 0.21817 2.25733
N1 -4.35471 -1.73327 5.23106
O3 -4.10941 -2.08547 6.36850
O4 -5.45282 -1.79968 4.71105
H4 -3.65458 -0.24081 0.61254
H5 -4.45198 -0.99621 2.71207
H6 -1.83806 -1.37250 6.04827
H7 0.06437 -0.48929 4.69981
B1 4.34476 1.49890 1.97791
C14 2.91954 1.48536 1.36349
N2 1.85735 1.44478 0.90546
H8 4.31556 2.17110 2.98576
H9 5.10784 1.93939 1.14627
H10 4.59287 0.33781 2.24651
C15 0.71099 -2.50684 0.39065
P1 0.96622 -0.98157 -0.57518
C16 2.75906 -0.90488 -0.84260
C17 3.25319 0.05467 -1.72861
C18 4.61481 0.17864 -1.93484
C19 5.49914 -0.65419 -1.25901
C20 5.01579 -1.60273 -0.37497
C21 3.64854 -1.72788 -0.16381
C22 0.29912 -1.45261 -2.21068
C23 -1.02125 -1.16469 -2.54995
C24 -1.53444 -1.56323 -3.77501
C25 -0.73198 -2.24649 -4.67759
C26 0.58336 -2.53811 -4.34842
C27 1.09735 -2.14555 -3.11988
H11 1.16756 -3.34735 -0.12850
H12 -0.35946 -2.68460 0.49218
H13 1.14176 -2.38969 1.38506
H14 2.56922 0.70686 -2.26046
H15 4.98987 0.93461 -2.61276
H16 6.56570 -0.55417 -1.41485
H17 5.70292 -2.23949 0.16659
H18 3.29175 -2.46031 0.54817
H19 -1.64432 -0.60042 -1.86918
H20 -2.55919 -1.32617 -4.03020
H21 -1.12892 -2.54180 -5.64107
H22 1.21607 -3.06882 -5.04826
H23 2.12829 -2.37230 -2.87626

Calculated values
Spin multiplicity: 2
LUMO energy (alpha / beta) (eV): -1.7 / -1.1
Orbital gap (alpha / beta) (eV): 7.0 / 7.5
Total charge: 0

Atom charges from the natural (NBO) analysis, given in e for atoms 1 to 5:
1. Cr 0.663
2. Cl 0.160
3. C -0.059
4. C -0.218
5. C -0.202

---

# 4
This record from the OMol25 dataset describes an isolated molecule of C4H7NO. The level of theory is the ωB97M-V functional and the def2-TZVPD basis.

Cartesian coordinates (Å):
C1 -1.04914 -1.09898 -1.17683
C2 -0.41597 -0.76191 0.15014
O1 -0.09703 -1.60356 0.96268
C3 -0.08322 0.70148 0.30758
C4 0.98573 1.11631 1.23321
N1 1.23955 1.09296 -0.20682
H1 -0.30538 -0.88298 -1.95446
H2 -1.90995 -0.45387 -1.38115
H3 -1.33105 -2.15201 -1.22027
H4 -0.88004 1.39433 0.03853
H5 1.43048 0.34301 1.85669
H6 0.95985 2.11814 1.65469
H7 1.76741 0.25553 -0.44899

Calculated values
LUMO energy (eV): 1.0
Orbital gap (eV): 10.7
Total charge: 0

Atom charges from the natural (NBO) analysis, given in e for atoms 1 to 5:
1. C -0.720
2. C 0.577
3. O -0.529
4. C -0.204
5. C -0.250

---

Ordered energy above the lowest of the compared OMol25 structures with the same formula, charge and spin results: 249.1 0.0 17.5 179.4; unit kJ/mol.
Ordered largest force on an atom results: 5.610 2.645 1.088 0.489; unit eV Å⁻¹.